8
Properties=species:S:1:pos:R:3:forces:R:3:lowdin_charge:R:1 method="wB97M-V/def2-TZVPD" de_lowest_kj_mol=0.00 e_tot_ev=-9682.81394 charge=+1 multiplicity=3 homo_lumo_gap_ev="9.4 / 7.3" lumo_energy_ev="-4.694 / -7.643"
C -0.67839 0.14188 -0.01454 -0.84 0.60 -2.63 -0.0501
C -0.04844 -1.02445 0.23617 0.07 -2.55 1.82 -0.1771
O 1.26677 -1.08206 0.42169 -4.53 -7.84 0.29 -0.1598
O 0.19255 1.23539 -0.19129 -10.23 2.59 -2.40 -0.1803
H -1.57812 0.07213 -0.65221 -0.01 0.70 1.07 0.1666
H -0.22268 2.01426 -0.57153 -0.33 0.36 -0.19 0.1579
Pd 1.71387 0.54911 0.27754 15.58 6.05 2.59 1.0874
H -0.64556 -1.90624 0.49417 0.29 0.09 -0.55 0.1552

---

39
Properties=species:S:1:pos:R:3:forces:R:3:lowdin_charge:R:1 method="wB97M-V/def2-TZVPD" de_lowest_kj_mol=538.53 e_tot_ev=-26445.56925 smiles="CCCCCCCC(=O)N/N=C/c1ccc([N+](=O)[O-])o1" homo_lumo_gap_ev=7.9 lumo_energy_ev=-1.027
C -0.30347 -2.04025 2.56214 -0.21 0.13 -0.10 -0.1093
C -1.18996 -1.69276 1.37213 0.30 -0.20 -0.04 -0.2714
C -0.65621 -2.30222 0.07837 -0.38 0.06 0.00 -0.2236
C -1.50885 -1.98674 -1.15217 0.30 0.05 -0.05 -0.2040
C -1.52933 -0.49185 -1.50153 -0.18 -0.29 0.09 -0.2181
C -2.81720 0.21257 -1.07241 0.26 0.10 -0.11 -0.1803
C -2.67460 1.75102 -1.08050 -0.27 -0.07 -0.02 -0.1016
C -2.50168 2.26151 0.32334 0.06 0.05 -0.36 -0.4671
O -3.39384 2.66328 1.03019 -0.16 0.03 0.10 0.0851
N -1.21876 2.21992 0.83983 0.01 0.41 1.18 0.0570
N -0.15988 1.80498 0.16352 0.92 -0.19 -0.48 0.0548
C 0.98279 1.74242 0.73500 -0.71 0.37 0.71 -0.0515
C 2.12243 1.26740 0.01424 0.19 -0.55 -1.65 -0.2294
C 2.25708 0.81564 -1.29010 -0.28 0.35 0.89 0.0182
C 3.60159 0.46631 -1.44950 0.82 0.09 0.86 0.0525
C 4.19886 0.72762 -0.23425 -1.12 -0.15 -1.23 -0.2073
N 5.54110 0.56608 0.17289 0.35 0.00 0.24 -0.3552
O 5.83081 0.87064 1.31027 0.03 0.07 0.24 0.1094
O 6.30972 0.12827 -0.66278 0.04 -0.06 -0.16 0.0893
O 3.30525 1.21007 0.64770 0.28 0.07 0.42 0.1368
H -0.69953 -1.60423 3.47645 0.04 0.01 0.14 0.0684
H 0.70590 -1.66240 2.40979 0.14 0.02 0.03 0.0671
H -0.24611 -3.11823 2.69468 0.05 -0.12 0.05 0.0720
H -2.20186 -2.06138 1.55458 -0.09 0.08 -0.03 0.1135
H -1.24134 -0.60778 1.27353 -0.11 0.10 -0.01 0.0817
H -0.60275 -3.38685 0.19944 0.10 -0.05 0.03 0.1120
H 0.36163 -1.94091 -0.09320 0.09 -0.03 -0.01 0.1083
H -1.10129 -2.54996 -1.99392 -0.08 -0.06 -0.03 0.1046
H -2.52786 -2.34240 -0.98849 -0.09 -0.09 -0.04 0.1103
H -1.41635 -0.36260 -2.57999 0.06 0.09 -0.03 0.1131
H -0.67921 -0.00532 -1.02318 -0.02 -0.06 -0.13 0.0648
H -3.62212 -0.07458 -1.75029 -0.04 -0.04 0.06 0.1151
H -3.10963 -0.11542 -0.07403 -0.08 -0.07 0.01 0.1083
H -1.82368 2.04416 -1.69298 -0.03 0.03 -0.08 0.1101
H -3.58229 2.20763 -1.47405 0.09 0.09 0.10 0.1206
H -1.12224 2.52675 1.81355 -0.10 -0.11 -0.34 0.1682
H 1.14636 2.02814 1.77691 -0.09 0.00 0.02 0.1399
H 1.47513 0.75467 -2.01711 -0.21 0.01 -0.14 0.1129
H 4.09140 0.07683 -2.31806 0.14 -0.07 -0.13 0.1248

---

31
Properties=species:S:1:pos:R:3:forces:R:3:lowdin_charge:R:1 method="wB97M-V/def2-TZVPD" e_tot_ev=-41332.24788 homo_lumo_gap_ev=8.4 lumo_energy_ev=-0.276
O 1.97584 2.19643 1.97249 -0.35 -0.65 -0.74 -0.3423
O 0.04442 3.61420 -2.18292 0.73 2.77 -0.86 -0.2246
O -0.41332 2.62382 1.15629 -3.04 -0.95 0.27 -0.3028
O 1.28104 4.29313 0.94859 1.18 1.07 -4.30 -0.0907
O -1.38156 1.90960 -1.08628 1.32 -0.55 0.00 -0.1546
O 0.25014 1.27953 -2.82039 0.22 -1.96 -2.19 -0.1041
C -0.46461 -1.58562 1.63957 -0.60 0.35 -1.38 0.0014
C 0.55404 -0.69352 1.54184 -0.24 -1.00 -0.60 -0.0033
C -0.15202 -1.15243 -0.54997 -1.75 -0.03 2.56 0.0367
N -1.01994 -1.82528 0.33350 3.10 1.90 0.28 -0.0227
N 0.72858 -0.43770 0.18295 0.42 -0.09 -1.31 -0.0100
C -1.49416 -4.17118 0.38550 -0.11 -1.02 -2.71 -0.0858
C -2.04544 -2.83161 0.00885 1.42 -0.13 -1.89 -0.1814
C 1.83310 0.47363 -0.36575 0.26 0.20 0.24 -0.0832
C 1.38959 1.94069 -0.59705 1.60 0.13 0.45 -0.3586
P 1.02391 2.74552 0.93668 1.80 -0.90 4.02 0.1679
P 0.08394 2.27768 -1.66647 -3.58 0.26 1.70 0.2632
H 1.17083 4.44813 1.83999 -0.17 1.26 3.30 0.0261
H -1.39560 2.36270 -0.19950 0.01 -0.29 0.26 0.0405
H -0.03966 1.90580 -3.50140 0.04 -0.51 -1.09 0.0954
H -0.79933 -2.03919 2.55553 -0.41 -0.12 -0.21 0.1285
H 1.22526 -0.38943 2.34470 -0.24 0.51 -0.64 0.1434
H -0.27868 -1.08382 -1.62636 0.06 -0.01 0.30 0.1566
H -0.67286 -4.43732 -0.34925 -0.87 0.12 0.98 0.1112
H -2.30473 -4.89982 0.29103 0.31 -0.14 0.13 0.0899
H -1.10686 -4.15706 1.33921 0.78 -0.28 2.21 0.0367
H -3.00262 -2.65075 0.47310 -0.12 0.58 -0.02 0.1250
H -2.07015 -2.88790 -1.11625 -0.70 0.70 1.12 0.1416
H 2.30918 0.16465 -1.32011 -0.87 -0.72 0.62 0.1343
H 2.58828 0.39530 0.43377 -0.26 0.53 -0.42 0.1209
H 2.18342 2.61183 -1.00191 0.05 -1.02 -0.09 0.1446

---

Repeat the second record exactly.
39
Properties=species:S:1:pos:R:3:forces:R:3:lowdin_charge:R:1 method="wB97M-V/def2-TZVPD" de_lowest_kj_mol=538.53 e_tot_ev=-26445.56925 smiles="CCCCCCCC(=O)N/N=C/c1ccc([N+](=O)[O-])o1" homo_lumo_gap_ev=7.9 lumo_energy_ev=-1.027
C -0.30347 -2.04025 2.56214 -0.21 0.13 -0.10 -0.1093
C -1.18996 -1.69276 1.37213 0.30 -0.20 -0.04 -0.2714
C -0.65621 -2.30222 0.07837 -0.38 0.06 0.00 -0.2236
C -1.50885 -1.98674 -1.15217 0.30 0.05 -0.05 -0.2040
C -1.52933 -0.49185 -1.50153 -0.18 -0.29 0.09 -0.2181
C -2.81720 0.21257 -1.07241 0.26 0.10 -0.11 -0.1803
C -2.67460 1.75102 -1.08050 -0.27 -0.07 -0.02 -0.1016
C -2.50168 2.26151 0.32334 0.06 0.05 -0.36 -0.4671
O -3.39384 2.66328 1.03019 -0.16 0.03 0.10 0.0851
N -1.21876 2.21992 0.83983 0.01 0.41 1.18 0.0570
N -0.15988 1.80498 0.16352 0.92 -0.19 -0.48 0.0548
C 0.98279 1.74242 0.73500 -0.71 0.37 0.71 -0.0515
C 2.12243 1.26740 0.01424 0.19 -0.55 -1.65 -0.2294
C 2.25708 0.81564 -1.29010 -0.28 0.35 0.89 0.0182
C 3.60159 0.46631 -1.44950 0.82 0.09 0.86 0.0525
C 4.19886 0.72762 -0.23425 -1.12 -0.15 -1.23 -0.2073
N 5.54110 0.56608 0.17289 0.35 0.00 0.24 -0.3552
O 5.83081 0.87064 1.31027 0.03 0.07 0.24 0.1094
O 6.30972 0.12827 -0.66278 0.04 -0.06 -0.16 0.0893
O 3.30525 1.21007 0.64770 0.28 0.07 0.42 0.1368
H -0.69953 -1.60423 3.47645 0.04 0.01 0.14 0.0684
H 0.70590 -1.66240 2.40979 0.14 0.02 0.03 0.0671
H -0.24611 -3.11823 2.69468 0.05 -0.12 0.05 0.0720
H -2.20186 -2.06138 1.55458 -0.09 0.08 -0.03 0.1135
H -1.24134 -0.60778 1.27353 -0.11 0.10 -0.01 0.0817
H -0.60275 -3.38685 0.19944 0.10 -0.05 0.03 0.1120
H 0.36163 -1.94091 -0.09320 0.09 -0.03 -0.01 0.1083
H -1.10129 -2.54996 -1.99392 -0.08 -0.06 -0.03 0.1046
H -2.52786 -2.34240 -0.98849 -0.09 -0.09 -0.04 0.1103
H -1.41635 -0.36260 -2.57999 0.06 0.09 -0.03 0.1131
H -0.67921 -0.00532 -1.02318 -0.02 -0.06 -0.13 0.0648
H -3.62212 -0.07458 -1.75029 -0.04 -0.04 0.06 0.1151
H -3.10963 -0.11542 -0.07403 -0.08 -0.07 0.01 0.1083
H -1.82368 2.04416 -1.69298 -0.03 0.03 -0.08 0.1101
H -3.58229 2.20763 -1.47405 0.09 0.09 0.10 0.1206
H -1.12224 2.52675 1.81355 -0.10 -0.11 -0.34 0.1682
H 1.14636 2.02814 1.77691 -0.09 0.00 0.02 0.1399
H 1.47513 0.75467 -2.01711 -0.21 0.01 -0.14 0.1129
H 4.09140 0.07683 -2.31806 0.14 -0.07 -0.13 0.1248